{"formula": "C9H12", "method": "wB97M-V/def2-TZVPD", "symbols": ["C", "C", "C", "C", "C", "C", "C", "C", "C", "H", "H", "H", "H", "H", "H", "H", "H", "H", "H", "H", "H"], "xyz": [[-2.31, -1.26, -0.41], [-1.56, -0.34, 0.21], [-1.82, 1.10, 0.07], [-0.78, 1.90, -0.10], [0.66, 1.57, 0.18], [0.82, 0.07, 0.15], [2.16, -0.59, 0.19], [1.27, -0.75, -0.99], [-0.33, -0.63, 1.03], [-2.90, -1.20, -1.32], [-2.09, -2.28, -0.02], [-2.78, 1.43, -0.20], [-0.95, 3.00, -0.39], [1.05, 1.98, -0.76], [1.08, 2.11, 0.94], [2.18, -1.45, 0.81], [3.02, -0.06, 0.29], [1.80, -0.39, -1.87], [0.73, -1.67, -1.25], [-0.29, -0.09, 1.97], [-0.16, -1.66, 1.19]], "nbo_charge": [-0.427, 0.001, -0.263, -0.112, -0.453, -0.020, -0.416, -0.426, -0.417, 0.212, 0.184, 0.215, 0.197, 0.221, 0.222, 0.199, 0.213, 0.219, 0.225, 0.212, 0.213], "fmax_ev_per_a": 5.42, "gap_ev": 9.579, "de_lowest_kcal_mol": 51.1, "smiles": "C=C1C=CCC2(CC2)C1", "energy_ev": -9524.6231, "spin_multiplicity": 1}



{"formula": "C9H12BNO", "method": "wB97M-V/def2-TZVPD", "symbols": ["B", "C", "C", "C", "C", "C", "C", "C", "C", "C", "N", "O", "H", "H", "H", "H", "H", "H", "H", "H", "H", "H", "H", "H"], "xyz": [[-2.41, -0.91, 1.27], [3.55, 0.00, 0.65], [3.11, -0.05, -0.61], [2.61, -0.24, 1.63], [1.74, -0.19, -0.99], [1.20, -0.40, 1.28], [0.73, -0.33, 0.00], [-0.70, -0.61, -0.35], [-1.59, 0.59, -0.39], [-2.15, 1.04, -1.68], [-2.61, 0.29, 0.59], [-1.34, -1.57, 0.78], [-2.94, -1.41, 2.28], [4.55, 0.21, 0.94], [3.75, 0.21, -1.52], [2.74, -0.23, 2.66], [1.44, 0.03, -2.01], [0.52, -0.71, 2.04], [-0.77, -1.46, -1.09], [-1.08, 1.49, -0.05], [-2.93, 0.27, -1.99], [-1.39, 1.12, -2.43], [-2.61, 1.98, -1.69], [-3.41, 0.87, 0.70]], "mulliken_spin": [0.000, 0.015, 0.383, 0.601, 0.634, 0.293, -0.072, 0.013, -0.002, 0.006, 0.003, 0.001, 0.000, 0.006, 0.016, 0.033, 0.046, 0.024, -0.006, 0.009, 0.001, -0.002, 0.000, 0.000], "fmax_ev_per_a": 4.37, "gap_ev": [5.931, 6.808], "energy_ev": -13738.3236, "spin_multiplicity": 3}



{"formula": "C9H12Br2", "method": "wB97M-V/def2-TZVPD", "symbols": ["C", "C", "C", "C", "Br", "C", "C", "C", "C", "C", "Br", "H", "H", "H", "H", "H", "H", "H", "H", "H", "H", "H", "H"], "xyz": [[-2.76, 0.95, 0.94], [-1.23, 1.07, 0.43], [-0.33, 2.01, 1.21], [-0.63, -0.35, 0.30], [0.08, -1.37, 1.77], [-0.32, -0.67, -0.97], [0.30, -1.91, -1.49], [1.59, -2.34, -1.42], [2.58, -1.41, -0.93], [2.38, -0.29, -0.16], [3.93, 0.91, 0.19], [-3.54, 1.48, 0.32], [-3.01, 1.44, 1.97], [-3.09, -0.06, 0.87], [-1.43, 1.47, -0.60], [0.29, 2.59, 0.48], [0.32, 1.35, 1.88], [-0.89, 2.55, 1.98], [-0.72, -0.14, -1.88], [-0.45, -2.50, -2.04], [1.88, -3.28, -1.85], [3.56, -1.66, -1.27], [1.49, 0.18, 0.27]], "nbo_charge": [-0.618, -0.272, -0.635, -0.043, 0.093, -0.276, -0.181, -0.217, -0.279, -0.216, -0.020, 0.213, 0.210, 0.214, 0.224, 0.230, 0.218, 0.229, 0.236, 0.212, 0.226, 0.224, 0.228], "fmax_ev_per_a": 3.19, "gap_ev": 8.776, "de_lowest_kcal_mol": 51.6, "smiles": "CC(C)/C(Br)=C/C=C\\C=C\\Br", "energy_ev": -149609.3793, "spin_multiplicity": 1}



{"formula": "C9H12Cl2IrN6O2S3", "method": "wB97M-V/def2-TZVPD", "symbols": ["Ir", "O", "N", "C", "C", "C", "C", "C", "S", "H", "H", "H", "H", "C", "O", "C", "S", "S", "H", "H", "H", "N", "N", "N", "C", "N", "N", "H", "H", "H", "Cl", "C", "Cl", "H", "H"], "xyz": [[0.98, 0.27, -0.12], [0.66, 0.04, 1.91], [-0.19, -0.95, 2.26], [-0.41, -1.10, 3.58], [-1.25, -2.08, 4.04], [-1.87, -2.92, 3.11], [-1.63, -2.74, 1.77], [-0.77, -1.73, 1.33], [-0.45, -1.47, -0.36], [0.12, -0.39, 4.20], [-1.41, -2.18, 5.10], [-2.54, -3.70, 3.45], [-2.10, -3.37, 1.03], [0.97, -1.87, -3.86], [-0.08, -0.88, -3.85], [0.03, 0.30, -3.25], [-1.23, 1.34, -3.35], [1.54, 0.65, -2.36], [0.72, -2.53, -4.68], [0.96, -2.42, -2.92], [1.94, -1.41, -4.01], [-1.48, 4.83, -0.31], [-1.36, 3.46, -0.31], [-2.40, 2.67, -0.29], [-1.84, 1.48, -0.21], [-0.51, 1.60, -0.19], [-0.21, 2.88, -0.24], [-2.39, 5.04, -0.71], [-0.73, 5.21, -0.88], [-2.37, 0.54, -0.21], [3.05, 1.69, 0.54], [4.03, 0.30, 0.01], [3.00, -1.17, 0.11], [4.88, 0.18, 0.68], [4.31, 0.44, -1.03]], "nbo_charge": [0.727, -0.590, 0.004, 0.041, -0.235, -0.136, -0.224, 0.017, 0.061, 0.251, 0.252, 0.245, 0.250, -0.261, -0.496, 0.058, -0.073, -0.224, 0.214, 0.187, 0.204, -0.581, 0.207, -0.231, 0.170, -0.266, -0.029, 0.402, 0.398, 0.254, 0.112, -0.376, 0.150, 0.257, 0.260], "fmax_ev_per_a": 0.42, "gap_ev": 6.966, "de_lowest_kcal_mol": 29.9, "charge": 1, "energy_ev": -82943.8540, "spin_multiplicity": 1}



{"formula": "C9H12ClNO2", "method": "wB97M-V/def2-TZVPD", "symbols": ["C", "C", "C", "C", "C", "C", "C", "C", "C", "N", "O", "O", "Cl", "H", "H", "H", "H", "H", "H", "H", "H", "H", "H", "H", "H"], "xyz": [[-1.83, 0.08, 0.13], [1.04, 0.43, -2.97], [0.18, 0.15, -1.99], [-0.07, 1.80, 1.41], [-0.54, -2.16, -1.55], [1.59, -1.44, -0.48], [-0.63, 2.29, 3.75], [-0.65, -0.58, 0.30], [0.19, -0.92, -0.96], [-2.91, 0.26, -0.21], [0.52, 2.62, 0.80], [-0.61, 1.46, 2.45], [-0.19, -1.32, 1.84], [0.91, 1.34, -3.46], [1.93, -0.11, -3.22], [-0.58, 0.94, -1.82], [0.07, -2.58, -2.36], [-1.62, -1.92, -1.84], [-0.58, -2.94, -0.81], [2.33, -0.68, -0.06], [1.53, -2.26, 0.30], [2.00, -1.94, -1.42], [-1.65, 2.58, 3.78], [-0.03, 3.15, 3.66], [-0.41, 1.76, 4.72]], "nbo_charge": [0.153, -0.380, -0.161, 0.868, -0.595, -0.615, -0.286, -0.077, -0.173, -0.307, -0.527, -0.493, 0.028, 0.201, 0.193, 0.217, 0.217, 0.231, 0.209, 0.229, 0.230, 0.211, 0.207, 0.203, 0.220], "fmax_ev_per_a": 4.29, "gap_ev": [8.115, 6.953], "de_lowest_kcal_mol": 107.2, "energy_ev": -27629.4411, "spin_multiplicity": 1}



{"formula": "C9H12F6MnO7S", "method": "wB97M-V/def2-TZVPD", "symbols": ["Mn", "F", "F", "F", "C", "F", "F", "F", "S", "O", "O", "O", "O", "C", "O", "C", "C", "C", "H", "H", "H", "H", "H", "H", "O", "C", "O", "C", "C", "C", "H", "H", "H", "H", "H", "H"], "xyz": [[0.27, 1.35, -1.77], [-0.49, 0.12, -4.61], [2.97, 2.19, -3.16], [-1.28, 4.09, -2.17], [-5.48, 0.25, -1.26], [-5.13, -0.46, -2.36], [-5.37, 1.56, -1.53], [-6.79, -0.01, -0.87], [-4.22, -0.22, 0.08], [-4.51, 0.64, 1.21], [-4.60, -1.60, 0.47], [-2.91, -0.02, -0.50], [2.71, -2.21, -1.46], [3.51, -3.03, -1.95], [3.86, -4.18, -1.43], [4.58, -5.01, -2.32], [4.33, -4.45, -3.66], [4.10, -2.97, -3.40], [4.28, -6.03, -2.07], [5.56, -4.76, -1.93], [3.37, -4.88, -3.92], [5.02, -4.69, -4.47], [3.31, -2.66, -4.08], [5.00, -2.34, -3.42], [0.49, 2.64, 2.12], [-0.08, 2.86, 3.18], [-0.37, 1.93, 4.12], [-1.40, 2.33, 5.14], [-1.71, 3.73, 4.62], [-0.58, 4.17, 3.63], [-0.92, 2.29, 6.11], [-2.21, 1.60, 5.11], [-1.71, 4.41, 5.47], [-2.70, 3.84, 4.19], [0.16, 4.82, 4.10], [-1.05, 4.69, 2.80]], "mulliken_spin": [4.987, 0.001, -0.002, -0.001, 0.000, 0.000, 0.000, 0.000, 0.002, 0.000, 0.000, 0.005, 0.003, 0.000, 0.000, 0.000, 0.000, 0.000, 0.000, 0.000, 0.000, 0.000, 0.000, 0.000, 0.002, 0.002, 0.000, 0.000, 0.000, 0.000, 0.000, 0.000, 0.000, 0.000, 0.000, 0.000], "fmax_ev_per_a": 4.82, "gap_ev": [5.860, 6.141], "de_lowest_kcal_mol": 97.2, "charge": -2, "energy_ev": -82315.8130, "spin_multiplicity": 6}